{"formula": "C7H3N", "method": "ωB97M-V/def2-TZVPD", "relative_energy_kj_mol": 240.20, "total_energy_ha": -323.0251, "homo_lumo_gap_ha": 0.28216, "lumo_energy_ev": -1.56, "spin_multiplicity": 1, "symbols": ["C", "C", "C", "C", "C", "C", "C", "N", "H", "H", "H"], "positions_angstrom": [[-2.264, 3.769, -0.707], [-1.654, 2.737, -0.238], [-1.071, 1.495, 0.143], [-0.365, 0.503, -0.133], [0.335, -0.698, -0.300], [0.718, -1.539, 0.729], [1.537, -2.675, 0.493], [2.523, -3.430, 0.041], [-2.806, 4.606, -0.729], [0.864, -1.169, -1.139], [0.866, -0.979, 1.665]]}

{"formula": "C7H3NO5Sr", "method": "ωB97M-V/def2-TZVPD", "total_energy_ha": -729.6331, "homo_lumo_gap_ha": 0.39969, "charge": 2, "lumo_energy_ev": -8.64, "spin_multiplicity": 1, "symbols": ["O", "C", "Sr", "O", "C", "C", "O", "C", "O", "C", "O", "C", "C", "N", "H", "H", "H"], "positions_angstrom": [[0.000, -0.001, -3.982], [0.000, -0.001, -2.841], [0.000, 0.000, 0.061], [-1.889, -3.184, 0.148], [-1.306, -2.202, -0.046], [1.306, 2.202, -0.047], [1.888, 3.185, 0.146], [-2.202, 1.306, -0.047], [-3.184, 1.889, 0.147], [2.202, -1.306, -0.046], [3.185, -1.888, 0.149], [0.000, 0.000, 5.175], [-0.001, -0.001, 3.751], [-0.001, -0.001, 2.563], [-0.875, 0.506, 5.577], [0.877, 0.505, 5.576], [0.001, -1.012, 5.577]]}

{"formula": "C7H4", "method": "ωB97M-V/def2-TZVPD", "relative_energy_kj_mol": 234.12, "total_energy_ha": -268.8513, "homo_lumo_gap_ha": [0.31545, 0.31547], "lumo_energy_ev": [0.04, 0.04], "spin_multiplicity": 1, "symbols": ["C", "C", "C", "C", "C", "C", "C", "H", "H", "H", "H"], "positions_angstrom": [[0.390, 1.423, 0.082], [-0.803, 1.333, -0.004], [-2.023, 0.617, 0.060], [-1.716, -0.652, 0.055], [-0.785, -1.499, 0.009], [0.515, -1.566, -0.028], [1.673, -0.944, -0.026], [1.218, 2.096, 0.148], [-2.942, 1.170, -0.228], [2.343, -1.137, 0.891], [2.130, -0.840, -0.960]]}

{"formula": "C7H40O13", "method": "ωB97M-V/def2-TZVPD", "relative_energy_kj_mol": 204.94, "total_energy_ha": -1268.7104, "homo_lumo_gap_ha": 0.34822, "lumo_energy_ev": -0.06, "spin_multiplicity": 1, "symbols": ["C", "C", "C", "C", "C", "C", "C", "H", "H", "H", "H", "H", "H", "H", "H", "H", "H", "H", "H", "H", "H", "H", "H", "O", "H", "H", "O", "H", "H", "O", "H", "H", "O", "H", "H", "O", "H", "H", "O", "H", "H", "O", "H", "H", "O", "H", "H", "O", "H", "H", "O", "H", "H", "O", "H", "H", "O", "H", "H", "O"], "positions_angstrom": [[-0.939, -2.068, -2.750], [-0.424, -0.747, -2.259], [-0.767, -0.528, -0.772], [-2.307, -0.397, -0.580], [-2.024, -0.374, 1.970], [-2.682, -0.715, 0.857], [-4.071, -1.382, 0.835], [-1.150, -2.796, -1.992], [-1.836, -2.034, -3.369], [-0.271, -2.573, -3.477], [0.666, -0.728, -2.312], [-0.877, 0.122, -2.827], [-0.255, -1.306, -0.192], [-0.405, 0.422, -0.395], [-2.731, -1.274, -1.241], [-2.725, 0.523, -0.978], [-2.269, -0.978, 2.866], [-1.234, 0.316, 1.852], [-4.549, -0.799, 0.043], [-4.616, -1.247, 1.752], [-4.219, -2.432, 0.745], [-0.272, -3.381, 1.103], [1.022, -4.071, 1.277], [0.255, -3.784, 1.805], [-5.603, 2.201, -0.775], [-4.269, 1.680, -0.593], [-5.144, 1.591, -0.183], [1.317, 1.103, 5.363], [1.725, 0.066, 4.343], [1.735, 1.021, 4.497], [3.912, -1.143, -1.123], [3.141, 0.017, -1.497], [3.033, -1.005, -1.498], [0.468, 4.118, 0.042], [1.242, 2.989, 0.304], [1.054, 3.548, -0.476], [2.650, -2.232, 1.687], [1.999, -1.640, 3.012], [2.549, -1.467, 2.251], [-0.147, -2.206, 3.950], [-1.366, -2.393, 4.804], [-0.485, -1.992, 4.831], [-0.539, 2.018, 2.522], [-1.281, 2.335, 1.188], [-0.535, 2.577, 1.740], [4.318, 2.279, -2.202], [3.372, 2.525, -3.168], [4.094, 1.856, -3.055], [-0.490, 2.205, -3.347], [-1.575, 3.284, -3.073], [-1.184, 2.470, -2.738], [2.145, -2.757, -2.921], [2.270, -2.466, -1.552], [2.022, -3.243, -2.078], [2.098, 1.281, -0.423], [2.979, 0.673, 0.558], [3.051, 1.179, -0.273], [3.906, 4.093, -0.164], [2.625, 3.789, -0.868], [3.589, 3.876, -1.045]]}

{"formula": "C7H4BF5", "method": "ωB97M-V/def2-TZVPD", "total_energy_ha": -793.0986, "homo_lumo_gap_ha": [0.20519, 0.20509], "lumo_energy_ev": [0.10, -4.08], "spin_multiplicity": 3, "symbols": ["B", "C", "C", "C", "C", "C", "C", "C", "F", "F", "F", "F", "F", "H", "H", "H", "H"], "positions_angstrom": [[-0.304, -0.231, -0.470], [-2.009, -0.160, -0.400], [-2.677, 1.039, -0.371], [-2.808, -1.345, -0.289], [-4.048, 1.103, -0.164], [-4.133, -1.286, 0.035], [-4.761, -0.016, 0.131], [0.565, 0.874, 0.057], [-2.159, 2.278, -0.642], [-2.186, -2.499, -0.357], [-4.607, 2.276, 0.043], [-4.925, -2.375, 0.173], [-5.999, 0.035, 0.604], [0.140, -1.194, -0.829], [1.698, 0.696, -0.050], [0.279, 0.480, 1.133], [0.342, 2.012, -0.025]]}

{"formula": "C7H4Cl2INO", "method": "ωB97M-V/def2-TZVPD", "relative_energy_kj_mol": 0.00, "total_energy_ha": -1617.0845, "homo_lumo_gap_ha": 0.31851, "lumo_energy_ev": -0.54, "spin_multiplicity": 1, "symbols": ["Cl", "C", "C", "C", "C", "C", "Cl", "C", "H", "H", "H", "H", "O", "N", "C", "I"], "positions_angstrom": [[-0.412, 2.679, 1.155], [0.321, 1.376, 0.291], [1.650, 0.987, 0.519], [2.220, -0.086, -0.168], [1.515, -0.803, -1.096], [0.173, -0.344, -1.303], [-0.805, -1.188, -2.449], [-0.444, 0.677, -0.611], [2.075, 1.357, 1.453], [3.261, -0.469, 0.174], [1.983, -1.321, -1.954], [-1.570, 0.793, -0.754], [-3.930, -0.739, -0.104], [-3.103, -0.881, 0.734], [-2.062, -0.947, 1.245], [-0.872, -1.091, 2.867]]}

{"formula": "C7H4ClF6N", "method": "ωB97M-V/def2-TZVPD", "relative_energy_kj_mol": 429.69, "total_energy_ha": -1383.1296, "homo_lumo_gap_ha": [0.32586, 0.24956], "lumo_energy_ev": [-0.08, -1.67], "spin_multiplicity": 1, "symbols": ["C", "C", "C", "C", "C", "C", "C", "N", "F", "F", "F", "F", "F", "F", "Cl", "H", "H", "H", "H"], "positions_angstrom": [[0.840, -0.744, 0.079], [0.375, 0.632, -0.066], [0.245, -1.841, 0.380], [-0.841, 1.190, -0.075], [-2.456, -0.619, 0.408], [-3.161, -1.468, -0.605], [-3.151, 1.664, -0.120], [-2.131, 0.686, 0.002], [-2.484, -2.614, -0.862], [-4.390, -1.865, -0.251], [-3.265, -0.842, -1.788], [-4.357, 1.127, -0.179], [-3.156, 2.539, 0.906], [-2.985, 2.413, -1.221], [-3.039, -0.780, 2.039], [1.917, -0.808, -0.093], [1.184, 1.332, -0.204], [-0.220, -2.755, 0.625], [-0.861, 2.263, -0.205]]}

{"formula": "C7H4ClFeO2S4", "method": "ωB97M-V/def2-TZVPD", "relative_energy_kj_mol": 44.80, "total_energy_ha": -3736.4117, "homo_lumo_gap_ha": [0.19445, 0.19743], "charge": -1, "lumo_energy_ev": [2.22, 2.16], "spin_multiplicity": 5, "symbols": ["Fe", "Cl", "C", "C", "C", "C", "O", "C", "C", "O", "C", "H", "H", "H", "H", "S", "S", "S", "S"], "positions_angstrom": [[-2.069, -0.099, -1.557], [3.921, -0.364, 2.656], [2.686, -0.404, 1.426], [3.072, -0.405, 0.085], [2.105, -0.432, -0.893], [0.731, -0.503, -0.586], [-0.145, -0.558, -1.526], [0.356, -0.488, 0.809], [-1.013, -0.451, 1.166], [-1.994, -0.609, 0.387], [1.366, -0.432, 1.792], [4.120, -0.370, -0.170], [2.376, -0.418, -1.938], [-1.247, -0.240, 2.220], [1.087, -0.421, 2.836], [-4.213, -0.313, -1.980], [-5.315, 1.306, -1.640], [-3.802, 3.046, -1.524], [-2.024, 2.154, -1.564]]}